# 1
# C4H9F9NbS

A structure of composition C4H9F9NbS (ωB97M-V/def2-TZVPD, the Open Molecules 2025 dataset).

CARTESIAN COORDINATES (ANGSTROEM)
F 0.844 -2.161 0.766
C 1.170 -1.139 -0.073
F 2.285 -1.551 -0.741
C 0.046 -0.844 -1.044
C -1.356 -1.374 -0.664
Nb -2.890 0.079 0.260
C 1.631 -0.028 0.897
F 0.600 0.304 1.708
F 2.642 -0.522 1.652
S 2.255 1.576 0.109
F 3.777 1.148 0.277
F 2.291 2.245 1.550
F 0.785 2.054 -0.104
F 2.273 0.946 -1.335
F 2.756 2.942 -0.514
H -0.022 0.208 -1.273
H 0.363 -1.315 -1.967
H -1.845 -1.622 -1.604
H -1.320 -2.297 -0.102
H -3.836 -1.436 0.741
H -4.041 0.068 -1.190
H -1.985 1.573 -0.335
H -2.219 0.045 1.958
H -4.204 1.101 1.028

Summary:
- HOMO energy (eV) = -4.810
- total charge = -1
- strongest force on any atom (eV Å⁻¹) = 1.615

# 2
# C3H13NO3

A cluster of 4 separate species, C3H13NO3 in total (ωB97M-V/def2-TZVPD, the Open Molecules 2025 dataset).

CARTESIAN COORDINATES (ANGSTROEM)
C -0.892 -1.337 0.253
C -1.336 -0.411 1.419
C 0.627 0.505 2.300
N -0.269 0.630 1.423
H 0.040 -1.979 0.457
H -1.775 -1.968 0.111
H -0.538 -0.825 -0.676
H -1.528 -1.120 2.223
H -2.435 -0.059 1.296
H 0.619 -0.470 3.014
H 1.521 1.117 2.533
H 2.500 -0.299 -2.749
H 3.053 -1.626 -2.372
O 2.916 -1.029 -3.139
H -1.312 1.428 -0.094
H -1.793 2.872 -0.304
O -1.251 2.177 -0.694
H 0.402 1.064 -0.959
H 0.403 0.635 -2.411
O 1.047 0.696 -1.632

Summary:
- HOMO energy (eV) = -10.389
- energy above the lowest of the compared OMol25 structures with the same formula, charge and spin (kJ/mol) = 211.1
- SMILES string = C=NCC.O.O.O
- strongest force on any atom (eV Å⁻¹) = 3.586

# 3
# C31H34AsNO5S2Sr

A structure of composition C31H34AsNO5S2Sr (ωB97M-V/def2-TZVPD, the Open Molecules 2025 dataset).

CARTESIAN COORDINATES (ANGSTROEM)
Sr 0.050 -0.763 -1.169
C -0.625 1.404 -4.088
C -0.576 0.146 -4.939
O -1.021 -0.949 -4.175
C -0.727 -2.193 -4.790
C -0.684 -3.300 -3.764
O 0.377 -3.179 -2.811
C 1.670 -3.355 -3.365
C 2.487 -2.085 -3.175
O 1.585 -0.998 -3.350
C 2.169 0.288 -3.324
C 1.293 1.287 -2.584
O -0.113 1.241 -2.771
H -1.659 1.712 -3.945
H -0.089 2.210 -4.602
H 0.435 -0.046 -5.314
H -1.222 0.314 -5.812
H 0.236 -2.111 -5.311
H -1.491 -2.438 -5.537
H -0.599 -4.260 -4.286
H -1.596 -3.298 -3.171
H 1.600 -3.610 -4.425
H 2.169 -4.182 -2.854
H 3.293 -2.043 -3.915
H 2.926 -2.036 -2.171
H 2.390 0.634 -4.340
H 3.121 0.275 -2.780
H 1.684 2.277 -2.853
H 1.467 1.212 -1.504
S 2.470 -0.903 0.546
C 2.142 -0.377 2.206
C 2.941 -0.946 3.211
C 2.840 -0.566 4.535
C 1.937 0.424 4.911
C 1.133 0.990 3.939
C 1.199 0.583 2.607
As -0.001 1.442 1.335
C 0.817 3.224 1.400
C 0.176 4.396 1.778
C 0.848 5.612 1.717
C 2.164 5.663 1.282
C 2.811 4.491 0.912
C 2.142 3.278 0.968
C -1.670 1.654 2.320
C -2.007 0.911 3.444
C -3.276 1.015 3.997
C -4.223 1.856 3.432
C -3.902 2.584 2.295
C -2.637 2.472 1.737
H 3.664 -1.695 2.915
H 3.480 -1.032 5.275
H 1.864 0.751 5.940
H 0.437 1.773 4.219
H -0.844 4.369 2.141
H 0.341 6.519 2.020
H 2.686 6.610 1.241
H 3.845 4.520 0.588
H 2.658 2.361 0.698
H -1.285 0.236 3.885
H -3.525 0.427 4.871
H -5.211 1.933 3.866
H -4.640 3.227 1.833
H -2.409 3.015 0.827
O -0.992 -1.301 0.956
N -1.556 -2.466 1.225
C -1.261 -3.029 2.420
C -1.833 -4.206 2.812
C -2.738 -4.825 1.942
C -3.008 -4.248 0.730
C -2.402 -3.040 0.324
S -2.691 -2.307 -1.193
H -0.546 -2.462 2.998
H -1.574 -4.629 3.771
H -3.218 -5.754 2.222
H -3.696 -4.699 0.029

Summary:
- HOMO energy (eV) = -6.803
- energy above the lowest of the compared OMol25 structures with the same formula, charge and spin (kJ/mol) = 34.4
- strongest force on any atom (eV Å⁻¹) = 1.685

Record order is preserved below.
Frontier orbital gap: 7.46; 11.05; 6.91 eV